[1]
Molecular formula: C38H47BN7S3Ti
Method: DFT, ωB97M-V/def2-TZVPD

Structure (XYZ):
```
97
Properties=species:S:1:pos:R:3:forces:R:3
Ti 1.9762 -1.6049 1.8695 0.2174 -0.0217 0.0002
C -2.4698 0.6648 3.7586 -0.0087 0.0154 0.0187
C -2.1511 0.2880 2.3500 -0.0280 -0.0113 -0.0646
C -3.0962 0.1497 1.3752 0.0318 0.0013 0.0295
C -2.7293 -0.2536 0.0718 0.0077 0.0135 -0.0592
N -1.4727 -0.4210 -0.2508 -0.0237 -0.0012 0.0130
N -0.5508 -0.2565 0.6911 0.1071 -0.0917 -0.1156
B 0.9716 -0.3300 0.3240 -0.0632 0.0651 0.1915
N 1.1722 -0.8144 -1.1454 0.0070 0.0515 -0.0572
N 0.6666 -0.0147 -2.0972 0.0085 -0.0093 -0.0457
C 0.7943 -0.3580 -3.3473 -0.0226 0.0071 0.0411
C 1.4335 -1.5721 -3.7065 0.0305 -0.0305 0.0445
C 1.9834 -2.3707 -2.7536 -0.0626 0.0837 -0.0130
C 2.7011 -3.6408 -3.0686 0.0360 -0.0063 -0.0160
C 1.8652 -1.9260 -1.4012 0.1167 -0.0538 0.0355
S 2.6434 -2.7862 -0.1373 -0.1432 -0.0555 -0.1442
C 0.2709 0.5984 -4.4065 -0.0158 -0.0110 0.0225
C -0.6588 -0.1491 -5.3705 -0.0090 -0.0123 -0.0096
C 1.4748 1.1497 -5.1832 0.0057 0.0274 0.0098
C -0.4862 1.7564 -3.7599 0.0358 0.0180 -0.0140
N 1.4948 1.1592 0.4144 -0.1008 -0.0447 0.0246
N 0.6038 2.0853 0.0385 0.0233 0.0463 0.0691
C 0.9347 3.3439 0.0966 0.0146 0.0115 -0.0313
C 2.2394 3.7319 0.4867 0.0129 -0.0332 -0.0088
C 3.1470 2.7984 0.8825 -0.0780 -0.0326 -0.0223
C 4.5245 3.1519 1.3363 0.0068 0.0253 0.0102
C 2.7119 1.4372 0.8873 0.1234 0.0264 0.0463
S 3.7286 0.1964 1.5163 -0.0531 0.0144 -0.0288
C -0.1252 4.3736 -0.2571 -0.0177 -0.0167 0.0208
C 0.3176 5.1417 -1.5091 0.0127 0.0071 -0.0015
C -1.4719 3.6987 -0.5167 0.0128 0.0237 -0.0259
C -0.2676 5.3490 0.9189 -0.0339 0.0176 0.0200
C -0.8136 0.0133 1.9699 0.0202 0.0340 0.0518
S 0.5002 -0.0217 3.0860 -0.0818 -0.0548 0.0034
C -3.7664 -0.4649 -1.0195 -0.0132 -0.0308 0.0229
C -4.9052 -1.3448 -0.4891 0.0171 -0.0143 0.0115
C -4.3164 0.9089 -1.4264 0.0100 0.0228 -0.0134
C -3.1377 -1.1414 -2.2361 0.0025 0.0036 -0.0185
H -3.5309 0.8763 3.8739 -0.0004 -0.0040 -0.0022
H -1.8957 1.5423 4.0599 0.0006 -0.0005 0.0039
H -2.1890 -0.1430 4.4364 0.0014 -0.0001 0.0020
H -4.1379 0.3286 1.6081 -0.0067 -0.0005 0.0034
H 1.5039 -1.8559 -4.7486 -0.0028 0.0090 0.0005
H 2.6733 -3.8413 -4.1377 0.0001 -0.0069 0.0016
H 2.2534 -4.4790 -2.5333 -0.0045 -0.0003 0.0024
H 3.7418 -3.5797 -2.7458 -0.0023 -0.0066 -0.0015
H -0.1369 -0.9347 -5.9190 -0.0078 0.0001 0.0006
H -1.0563 0.5509 -6.1064 0.0014 0.0023 -0.0011
H -1.5009 -0.6003 -4.8439 -0.0060 0.0000 0.0104
H 2.0496 0.3551 -5.6620 0.0002 -0.0113 0.0048
H 2.1428 1.7041 -4.5212 0.0073 -0.0007 -0.0070
H 1.1295 1.8268 -5.9658 0.0025 0.0036 0.0016
H -1.3605 1.4088 -3.2078 -0.0005 -0.0269 -0.0129
H -0.8156 2.4498 -4.5357 -0.0059 -0.0070 0.0057
H 0.1485 2.2910 -3.0540 0.0112 0.0123 -0.0100
H 2.5095 4.7803 0.4905 0.0038 -0.0052 -0.0043
H 4.6957 4.2223 1.2407 0.0059 -0.0015 0.0034
H 5.2720 2.6157 0.7506 0.0016 -0.0041 0.0013
H 4.6692 2.8572 2.3765 0.0011 -0.0006 -0.0008
H 0.4327 4.4726 -2.3630 -0.0129 -0.0029 -0.0051
H 1.2655 5.6597 -1.3526 0.0057 -0.0017 0.0041
H -0.4313 5.8929 -1.7636 0.0000 0.0021 -0.0023
H -1.4040 2.9841 -1.3359 -0.0086 -0.0188 0.0005
H -2.2101 4.4598 -0.7749 0.0062 0.0007 0.0031
H -1.8236 3.1615 0.3660 0.0064 -0.0050 0.0084
H 0.6426 5.9262 1.0878 0.0014 -0.0052 0.0052
H -0.5132 4.8197 1.8418 -0.0042 -0.0060 -0.0045
H -1.0715 6.0565 0.7117 0.0108 0.0088 -0.0065
H -5.4638 -0.8601 0.3124 -0.0052 -0.0023 0.0023
H -4.5241 -2.2967 -0.1138 -0.0022 0.0000 -0.0058
H -5.6090 -1.5572 -1.2946 -0.0050 0.0123 -0.0030
H -4.7823 1.4239 -0.5837 0.0083 -0.0039 0.0090
H -5.0716 0.7917 -2.2050 -0.0065 -0.0047 0.0008
H -3.5187 1.5454 -1.8153 -0.0056 0.0042 0.0049
H -2.7522 -2.1317 -1.9872 -0.0005 -0.0053 0.0186
H -2.3092 -0.5538 -2.6277 0.0134 0.0073 -0.0108
H -3.8921 -1.2520 -3.0166 -0.0036 -0.0009 0.0063
C 3.2763 -2.1644 6.1703 -0.0123 -0.0009 -0.0466
C 2.3800 -3.1473 6.5716 0.0087 0.0221 -0.0064
C 1.5430 -3.7316 5.6394 0.1896 -0.1005 -0.0010
C 1.6297 -3.3475 4.3056 -0.2769 0.1800 -0.0220
N 2.4726 -2.3617 3.9367 -0.0432 0.1652 -0.1148
C 3.2739 -1.7899 4.8432 0.0256 -0.0235 0.0661
C 0.7243 -3.8747 3.2535 0.2208 0.0618 0.2613
C 0.1254 -5.1243 3.4121 -0.2064 0.0019 -0.0444
C -0.7976 -5.5651 2.4816 0.0142 0.0406 -0.0327
C -1.1101 -4.7598 1.3892 0.0291 -0.0052 0.0588
C -0.4599 -3.5483 1.2097 -0.0472 0.0100 -0.0032
C 0.4808 -3.0717 2.1284 -0.0177 -0.2506 -0.1621
H 3.9425 -1.6815 6.8697 -0.0024 -0.0029 0.0067
H 2.3242 -3.4422 7.6112 -0.0022 -0.0034 0.0010
H 0.8148 -4.4711 5.9374 0.0179 -0.0041 0.0164
H 3.9198 -0.9995 4.4787 -0.0047 0.0006 0.0003
H 0.3786 -5.7564 4.2539 -0.0074 0.0041 0.0054
H -1.2666 -6.5327 2.5998 -0.0038 -0.0012 -0.0077
H -1.8371 -5.0989 0.6614 -0.0032 -0.0021 -0.0048
H -0.6816 -2.9751 0.3136 0.0184 -0.0056 0.0056
```
Forces are in eV/Å.

HOMO-LUMO gap, eV: 7.22
E_tot, eV: -106895.936
Charge: +1
HOMO energy, eV: -10.1776
Energy above the lowest of the compared OMol25 structures with the same formula, charge and spin, kcal per mole: 0.00

***

[2]
Molecular formula: C38H47ClFN4O10P
Method: DFT, ωB97M-V/def2-TZVPD

Structure (XYZ):
```
102
Properties=species:S:1:pos:R:3:forces:R:3
C -1.8296 -1.3581 -0.2241 -0.3207 0.0156 0.3423
C -1.8775 -1.4219 1.3065 0.5053 0.3035 -0.0674
C -0.5016 -1.4865 2.0305 -0.2515 -0.2083 -0.4842
C 0.7174 -1.7364 1.1519 0.3028 -0.1238 0.2458
C 2.0098 -1.8302 1.9790 -0.0832 -0.1228 -0.4347
C 3.2766 -1.6815 1.1092 -0.3179 0.1539 0.1600
C 4.2382 -0.5752 1.5415 -0.0257 0.0966 -0.3839
C 3.6333 0.8283 1.6261 0.2181 -0.0335 0.1469
C 3.2245 1.3957 0.2697 0.3512 0.1822 0.1038
C 2.8152 2.8737 0.3305 -0.2584 -0.3387 -0.1977
C 1.3215 3.2317 0.4913 0.4391 0.3195 0.5066
Cl 0.3176 1.8144 0.9371 -0.1106 -0.1462 -0.1305
O 0.8151 3.8237 -0.7269 -0.4984 -0.3069 0.1777
C 0.5203 2.9599 -1.7077 0.8749 -0.0310 -0.5077
O 1.2740 2.4918 -2.4997 -0.4437 0.1145 0.4549
F -0.7844 2.7438 -1.7562 -0.2508 0.0129 -0.1286
P 1.1412 4.6158 1.7573 0.1337 0.3108 -0.2268
C -0.6659 4.8791 1.7171 -0.1080 -0.2918 0.1963
C 1.3145 3.6715 3.3259 -0.1885 0.1749 -0.5439
H -1.1133 -0.6146 -0.5674 0.0997 -0.0529 -0.1257
H -1.6063 -2.3349 -0.6489 0.1950 0.0529 -0.1502
H -2.8067 -1.0514 -0.6018 -0.0308 -0.0770 -0.0592
H -2.4641 -2.2793 1.6171 -0.1130 0.0065 -0.0852
H -2.4038 -0.5289 1.6521 -0.0921 -0.0695 0.1363
H -0.3345 -0.5610 2.5852 0.0199 -0.0494 0.1684
H -0.5598 -2.3165 2.7368 0.1307 0.1645 0.2572
H 0.6040 -2.6730 0.5996 -0.0763 0.0372 -0.1325
H 0.8464 -0.9458 0.4130 -0.1148 0.0873 -0.0442
H 1.9753 -1.0659 2.7575 0.0898 -0.0185 0.1042
H 2.0250 -2.8098 2.4605 -0.0053 0.0963 0.2750
H 3.8070 -2.6324 1.0701 0.1295 0.0260 -0.0536
H 2.9599 -1.4660 0.0852 0.0388 -0.0762 -0.0793
H 4.7407 -0.8306 2.4761 -0.1130 -0.0045 0.1033
H 5.0134 -0.5173 0.7732 0.1229 -0.0884 0.2236
H 4.4254 1.4800 2.0115 -0.0705 0.0789 0.0805
H 2.8183 0.8863 2.3521 -0.1249 -0.0591 -0.0629
H 2.4684 0.7879 -0.2229 -0.1026 0.0074 -0.0075
H 4.1144 1.3518 -0.3655 -0.0277 -0.0813 -0.0764
H 3.1302 3.3531 -0.5948 -0.0504 0.1661 0.0330
H 3.3524 3.3766 1.1369 0.1159 -0.0602 0.0405
H -0.9233 5.5584 2.5298 0.0044 0.1419 -0.0671
H -1.2135 3.9493 1.8841 0.0031 -0.0103 -0.0570
H -0.9708 5.3087 0.7669 0.0060 0.1091 -0.0070
H 2.2445 3.1087 3.2857 0.0359 -0.0741 0.2184
H 0.4604 3.0114 3.4625 0.0822 -0.1474 0.1318
H 1.3530 4.4056 4.1273 0.0861 -0.0567 0.1235
O -4.7085 -2.5338 1.4756 -0.1983 -0.1691 0.0060
N -5.3676 -1.5465 1.7231 0.0502 0.0345 -0.0089
O -5.1809 -0.8208 2.6807 -0.0170 0.0276 0.0824
C -6.4606 -1.2018 0.8020 -0.0628 0.0348 -0.0678
C -6.7048 -2.0263 -0.2803 0.0095 -0.1201 -0.1167
C -7.7422 -1.7036 -1.1393 -0.0412 0.0712 0.0230
C -8.5120 -0.5714 -0.9074 0.0160 -0.0043 0.0149
C -8.2449 0.2458 0.1832 -0.0073 -0.0586 -0.0646
C -7.2108 -0.0676 1.0497 -0.0662 0.1406 0.0669
H -6.0977 -2.9026 -0.4506 0.0476 0.0114 0.0770
H -7.9500 -2.3372 -1.9900 0.0076 -0.0103 -0.0090
H -9.3232 -0.3250 -1.5792 -0.0011 0.0055 -0.0093
H -8.8434 1.1284 0.3604 -0.0011 0.0111 0.0098
H -6.9931 0.5589 1.9014 0.0664 -0.0559 0.0316
O -3.4186 0.5013 -7.0618 -0.0578 -0.0181 0.0433
N -2.4499 0.7107 -7.7621 -0.0066 0.0263 -0.0055
O -2.3215 0.3134 -8.9013 0.0067 -0.0253 -0.0694
C -1.3507 1.5054 -7.1875 0.0785 0.0343 0.0507
C -1.4553 1.9455 -5.8813 -0.0475 0.0332 0.1413
C -0.4127 2.6798 -5.3409 0.0105 -0.0142 -0.2265
C 0.7094 2.9635 -6.1073 0.0032 -0.0071 -0.0078
C 0.7910 2.5174 -7.4199 -0.0233 0.0123 0.0873
C -0.2455 1.7803 -7.9701 0.1243 0.0143 -0.1215
H -2.3321 1.7171 -5.2944 -0.0367 -0.0496 -0.0668
H -0.4775 3.0261 -4.3250 -0.0079 0.0159 0.1169
H 1.5236 3.5316 -5.6772 0.0005 0.0033 0.0099
H 1.6641 2.7416 -8.0171 0.0024 -0.0004 -0.0163
H -0.1936 1.4260 -8.9884 -0.0808 -0.0470 0.0057
O 6.1187 -1.5071 -0.8994 0.0387 -0.1224 0.0038
N 7.1357 -1.3965 -1.5552 -0.0750 0.0638 -0.0479
O 8.2369 -1.7459 -1.1903 0.0689 -0.0405 0.0104
C 7.0115 -0.7803 -2.8868 -0.0103 0.0570 -0.0964
C 5.7681 -0.3413 -3.3032 -0.1560 0.0384 -0.0048
C 5.6561 0.2527 -4.5495 0.0768 0.0075 -0.0458
C 6.7782 0.3957 -5.3553 0.0051 -0.0101 0.0199
C 8.0162 -0.0580 -4.9191 -0.0847 0.0275 -0.0201
C 8.1401 -0.6516 -3.6735 0.1523 -0.0020 -0.0606
H 4.9028 -0.4597 -2.6681 0.0490 -0.0342 0.0642
H 4.6920 0.6046 -4.8899 -0.0155 -0.0032 0.0085
H 6.6876 0.8628 -6.3269 -0.0002 -0.0035 -0.0105
H 8.8878 0.0521 -5.5490 0.0145 -0.0032 -0.0004
H 9.0970 -1.0066 -3.3219 -0.0328 -0.0254 0.0845
O -3.8402 -4.4106 9.3560 -0.0633 -0.0063 0.0458
N -2.8018 -4.2905 8.7393 -0.0060 -0.0116 -0.0270
O -1.7114 -4.6291 9.1507 0.0695 -0.0250 0.0312
C -2.8697 -3.6906 7.3963 -0.0054 0.0502 -0.0771
C -4.0946 -3.2666 6.9148 -0.1499 0.0393 -0.0352
C -4.1516 -2.6887 5.6566 0.0515 -0.0068 -0.0141
C -2.9953 -2.5463 4.9018 0.0568 0.0170 -0.0332
C -1.7766 -2.9855 5.4040 -0.1077 0.0296 -0.0117
C -1.7058 -3.5624 6.6615 0.1337 0.0015 -0.0574
H -4.9867 -3.3835 7.5111 0.0473 -0.0348 0.0757
H -5.0987 -2.3458 5.2635 -0.0017 0.0116 -0.0148
H -3.0478 -2.0902 3.9213 -0.0280 -0.0077 0.0065
H -0.8788 -2.8732 4.8130 0.0357 -0.0083 0.0312
H -0.7638 -3.9045 7.0625 -0.0376 -0.0251 0.0823
```
Forces are in eV/Å.

HOMO-LUMO gap, eV: 8.50
E_tot, eV: -91122.079
Charge: 0
Structure (SMILES): CCCCCCCCCC[C@](Cl)(OC(=O)F)P(C)C.O=[N+]([O-])c1ccccc1.O=[N+]([O-])c1ccccc1.O=[N+]([O-])c1ccccc1.O=[N+]([O-])c1ccccc1
HOMO energy, eV: -9.2302

***

[3]
Molecular formula: C38H47F4N7O2PS2Ti
Method: DFT, ωB97M-V/def2-TZVPD

Structure (XYZ):
```
102
Properties=species:S:1:pos:R:3:forces:R:3
Ti -0.3289 -0.2533 0.1448 0.4173 0.1301 -0.1545
C 5.2362 3.0098 -3.5430 -1.2399 -0.0521 -0.3402
C 4.2687 1.9204 -2.9448 1.4842 1.8356 -0.1066
C 4.0299 0.7509 -3.6305 0.1503 -0.1189 0.4092
C 3.1329 -0.1837 -3.1138 0.0411 0.9809 -0.2934
C 2.3786 0.0514 -1.9455 -1.6534 0.4346 0.9895
N 1.2594 -0.6695 -1.5214 2.0819 0.6193 -0.7473
C 0.9939 -1.8248 -2.2168 -1.6933 -2.0132 0.1735
C 0.5132 -1.9853 -3.5248 0.2024 0.6624 -0.2935
C -0.0331 -3.2045 -4.0098 -0.0550 3.2339 -2.2562
C -0.1317 -4.3296 -3.2826 -0.6208 -0.2705 1.9387
C -0.8658 -5.5299 -3.8702 2.0531 -0.2362 1.1522
C 0.2635 -4.1717 -1.9196 -0.2123 -2.8010 -1.0044
C 0.8572 -3.0419 -1.4437 0.0711 1.6105 -0.5418
N 1.3479 -2.9881 -0.1246 0.7639 -1.7175 2.3366
C 2.1594 -3.9522 0.4606 -0.8557 2.9267 2.7776
C 2.3527 -3.5323 1.8218 -0.2738 0.8297 -2.0929
C 1.6434 -2.3028 1.9150 -0.5863 -1.2537 -1.1088
N 0.9712 -2.0508 0.7932 0.9172 0.0941 -0.5719
C 2.7577 1.1994 -1.1659 0.6546 -0.6450 -2.5686
C 3.6437 2.1314 -1.7200 -0.3869 -0.7178 0.9119
N 2.4363 1.3543 0.1787 3.7444 1.3314 2.0483
C 3.3876 1.7839 1.0883 0.6616 -0.1051 0.5596
C 2.8176 1.8296 2.3575 0.9351 0.3660 -0.8034
C 1.5163 1.4692 2.1057 -0.9998 -1.0068 -0.0133
N 1.3542 1.1429 0.8342 -3.5767 -0.8761 -0.0750
H 6.3390 2.8599 -3.4706 -0.8755 -0.2945 -0.0486
H 4.9270 3.2067 -4.6054 0.6072 -0.4728 0.7078
H 5.0059 3.9716 -3.0783 0.1614 -0.0761 0.2867
H 4.6195 0.6424 -4.5509 -0.6106 -0.4906 0.2281
H 2.8759 -1.0027 -3.7285 -0.1457 -0.9573 -0.3622
H 0.4927 -1.0717 -4.1644 -0.0618 -0.9141 0.4189
H -0.5165 -3.0783 -5.0299 0.7482 -0.6185 1.1469
H -0.5286 -5.5251 -4.8810 0.0918 -0.4442 -0.9837
H -0.4895 -6.4931 -3.3948 -1.0392 1.0824 -0.4789
H -1.9222 -5.3482 -3.9006 -0.6424 -0.3862 0.4211
H 0.1467 -5.1143 -1.3327 0.2181 1.0809 0.0979
H 2.5535 -4.7900 -0.0327 0.2696 -0.6853 -0.8163
H 3.0582 -3.8560 2.5672 -0.0890 -0.5030 -0.1234
H 1.4784 -1.6205 2.7215 0.1822 0.0846 0.4457
H 3.8639 2.9454 -1.0335 0.1895 0.3365 -0.6297
H 4.4353 1.9513 0.8620 -0.4111 -0.0824 -0.3937
H 3.2879 2.0648 3.3099 -0.1420 0.0578 -0.4693
H 0.6537 1.3525 2.7307 0.0076 0.0670 0.3097
C -2.6737 -4.4611 1.5262 1.7602 1.2322 0.6619
C -1.5697 -3.3760 1.3860 -1.2051 1.1186 -0.8620
N -1.9853 -1.9349 1.4354 -1.0174 -0.3224 -1.3089
C -2.2764 -1.4725 2.7767 -0.5472 0.7524 -0.4764
C -3.3914 -2.1707 3.5579 3.3196 -0.2433 1.7179
C -3.1740 -1.7194 0.5318 2.1583 0.7907 -0.6121
C -2.6833 -1.8350 -0.9261 -0.6565 1.3752 -0.7434
N -1.7593 -0.7486 -1.3630 -1.3412 -0.9049 0.9632
C -1.8533 -0.2033 -2.5699 1.1841 1.3470 0.2063
C -1.0992 1.0239 -2.7826 0.2146 -1.2441 -0.2384
F -0.4991 1.5663 -1.6905 0.0100 0.0878 -0.1121
C -0.6946 1.4216 -4.0444 -0.0672 0.6315 1.2531
F 0.2565 2.3924 -4.1594 -0.5673 -0.4075 -0.0072
C -1.2806 0.8874 -5.1576 -0.5497 -0.6515 0.0149
C -2.2002 -0.1648 -4.9782 1.9996 1.6876 -0.7885
F -2.6404 -0.7274 -6.1058 -0.7132 -0.5881 -0.2526
C -2.4326 -0.6957 -3.7589 -0.7679 -0.7155 0.7216
F -3.1427 -1.8515 -3.7110 -0.1667 -0.2677 -0.0966
H -2.1176 -5.3460 1.5975 0.8107 -1.6547 -0.0002
H -3.3048 -4.4648 2.3952 -0.5161 0.4076 -0.0773
H -3.1266 -4.4702 0.5869 -1.5622 -0.2524 -1.1933
H -0.7768 -3.4558 2.0789 0.8032 -0.4025 0.9248
H -1.1471 -3.5312 0.3782 -0.0106 -0.0240 0.5530
H -1.3080 -1.4001 3.2764 -0.1964 -0.2638 0.5645
H -2.6529 -0.4399 2.6953 0.5622 -0.1866 -0.1966
H -3.1240 -3.2210 3.7860 -0.1790 0.7604 0.5153
H -3.4090 -1.5001 4.4323 -0.5767 -0.8343 0.2222
H -4.2983 -2.1828 3.0772 -2.1646 0.2544 -1.2544
H -3.9239 -2.4525 0.6879 -0.8770 -0.8404 0.2533
H -3.6161 -0.7257 0.7260 0.3841 -0.4445 -0.1123
H -2.2142 -2.7723 -1.1351 0.4575 -0.9458 0.2109
H -3.5667 -1.8697 -1.5549 -0.3223 0.2142 -0.0558
H -0.9844 1.2285 -6.1171 0.0064 0.1279 -0.7499
C -1.5096 2.2102 5.9748 1.2828 -0.1698 -1.3833
C -1.0287 2.9296 4.7024 0.2035 -1.4500 0.4096
C 0.4426 3.1179 4.7510 1.4606 0.7626 1.0812
O -1.2427 2.0760 3.5320 -1.1602 0.4072 0.7139
P -1.8593 2.8580 2.2318 1.6541 -1.2711 -0.0135
S -3.2565 4.0996 2.6105 -0.9659 0.7478 0.2162
S -2.2277 1.4141 0.9159 -0.0013 0.3671 -0.0632
O -0.4429 3.6253 1.9230 -0.2813 -1.4499 0.6206
C -0.4018 4.6949 1.0337 -0.7784 0.0354 -1.2496
C 0.0037 5.8724 1.8393 0.1878 1.3152 0.8721
C 0.5534 4.3953 -0.1373 0.4139 2.2027 -1.3115
H -1.3926 2.7999 6.8719 -0.1357 0.2844 0.1288
H -0.9047 1.3128 6.0516 0.1246 -0.2762 0.2861
H -2.4917 1.8998 5.7769 -1.6281 -0.3000 0.2305
H -1.6230 3.8147 4.5810 0.0538 0.7094 -0.1601
H 0.9817 2.1721 4.9509 -0.4627 0.1140 -0.3619
H 0.7164 3.7243 5.6439 -0.1181 0.0912 -0.6537
H 0.8147 3.5549 3.8209 0.0666 0.0375 0.3820
H -1.4607 4.7806 0.6859 0.8600 0.5226 -0.3559
H 0.9075 5.5884 2.4415 -0.6415 0.4561 -0.5791
H -0.8022 6.2132 2.5375 0.6009 -0.4763 -0.4886
H 0.2164 6.7101 1.1621 0.2303 -0.0212 0.2740
H 1.6286 4.7261 -0.0298 -0.9772 -0.4849 0.6633
H 0.2728 5.0044 -1.0737 -0.0427 -0.9917 1.2954
H 0.5331 3.3610 -0.3854 -0.0952 -0.7811 -0.2801
```
Forces are in eV/Å.

HOMO-LUMO gap (alpha / beta), eV: 5.38 / 6.63
E_tot, eV: -119641.727
Charge: -1
HOMO energy (alpha / beta), eV: -3.0633 / -4.3131
⟨S²⟩: 2.00
Spin multiplicity: 3
Energy above the lowest of the compared OMol25 structures with the same formula, charge and spin, kcal per mole: 46.38

***

Question: Among the records above, which one has the lowest charge?
Answer: C38H47F4N7O2PS2Ti